(1)
The following is a quantum chemistry calculation of C20H24N6O2RhTe as an isolated structure, from the Open Molecules 2025 dataset.

Geometry as XYZ:
```
54
Properties=species:S:1:pos:R:3:forces:R:3
Rh -0.082 -0.695 0.029 -0.15 0.25 0.03
O 2.089 -0.708 -0.393 0.21 0.20 0.29
C 2.989 -0.315 0.486 -0.24 -0.11 -0.29
C 4.156 0.355 0.057 0.02 0.03 -0.13
C 5.137 0.737 0.942 0.03 0.03 0.03
C 5.020 0.484 2.316 0.08 0.07 -0.13
C 3.886 -0.138 2.759 -0.12 -0.06 0.09
C 2.862 -0.541 1.874 -0.05 -0.02 0.21
C 1.720 -1.155 2.480 0.05 -0.09 0.00
N 0.634 -1.572 1.926 -0.18 0.01 0.13
C -0.385 -2.096 2.848 0.11 0.02 -0.09
C -1.774 -1.794 2.301 0.03 0.25 -0.06
N -1.708 -0.543 1.556 -0.25 -0.36 0.03
C -2.588 0.372 1.717 0.19 -0.01 0.19
C -2.603 1.617 1.009 -0.11 -0.02 -0.06
C -3.728 2.453 1.172 0.03 -0.14 0.08
C -3.833 3.643 0.506 0.11 0.14 -0.15
C -2.782 4.037 -0.341 -0.15 0.05 0.06
C -1.666 3.255 -0.502 0.14 -0.01 -0.07
C -1.540 2.017 0.162 0.16 -0.02 0.09
O -0.437 1.326 -0.021 -0.19 -0.13 -0.16
H 4.245 0.600 -0.994 -0.01 -0.05 -0.02
H 6.010 1.261 0.569 -0.05 -0.03 0.01
H 5.795 0.789 3.007 -0.03 -0.01 -0.04
H 3.755 -0.330 3.819 0.00 0.00 -0.05
H 1.791 -1.259 3.566 0.04 -0.04 0.01
H -0.264 -1.640 3.832 0.01 0.04 0.05
H -0.268 -3.174 2.963 0.06 -0.05 -0.01
H -2.505 -1.756 3.112 -0.05 0.04 0.01
H -2.076 -2.586 1.613 -0.01 -0.03 -0.06
H -3.391 0.207 2.441 0.00 0.02 0.03
H -4.518 2.134 1.844 0.04 -0.01 -0.04
H -4.701 4.274 0.637 0.02 0.00 -0.02
H -2.849 4.982 -0.869 0.00 -0.04 0.02
H -0.845 3.558 -1.141 -0.06 0.01 0.03
N 3.429 -1.550 -2.749 0.00 -0.20 0.30
C 2.909 -0.940 -3.804 -0.27 0.08 -0.01
N 3.647 -0.723 -4.894 -0.01 -0.01 -0.07
N 1.643 -0.508 -3.841 0.05 0.04 -0.10
C 0.817 -0.862 -2.929 -0.01 -0.12 0.08
N -0.002 -1.191 -2.158 0.41 0.18 -0.17
H 4.385 -1.862 -2.750 0.00 0.02 0.01
H 2.925 -1.495 -1.851 0.12 0.13 -0.07
H 4.606 -1.010 -4.957 0.02 0.03 0.01
H 3.198 -0.323 -5.699 0.00 -0.01 0.00
C -2.936 0.046 -2.310 -0.01 0.08 -0.06
Te -2.556 -1.764 -1.290 0.01 -0.17 -0.04
C -4.417 -1.664 -0.274 -0.01 0.03 0.11
H -3.669 -0.156 -3.089 0.04 0.03 0.02
H -2.000 0.391 -2.741 -0.04 0.01 0.00
H -3.326 0.771 -1.598 0.04 -0.01 -0.03
H -4.553 -0.675 0.161 -0.01 -0.02 -0.01
H -4.448 -2.427 0.501 -0.03 0.01 -0.01
H -5.200 -1.856 -1.006 -0.01 0.00 0.05
```
Positions in Å, forces in eV/Å.

Output
LUMO (spin up / spin down): -2.454 / -4.694 eV
multiplicity: 5
charge: +1
Kohn-Sham gap (spin up / spin down): 7.9743 / 5.7389 eV
HOMO energy (spin up / spin down): -10.4 / -10.4 eV

(2)
The following is a quantum chemistry calculation of C27H32FN4O2Sn as an isolated structure, from the Open Molecules 2025 dataset.

Geometry as XYZ:
```
67
Properties=species:S:1:pos:R:3:forces:R:3
Sn 1.732 3.804 -0.207 0.10 0.10 -0.01
C 0.861 -1.708 -0.938 0.01 -0.08 -0.02
C 0.809 -2.998 -1.767 0.05 0.02 0.01
C -0.019 -2.814 -3.045 -0.01 -0.01 0.00
C 0.407 -4.233 -0.991 -0.03 0.01 -0.03
C 1.180 -5.362 -1.089 0.01 -0.01 0.01
C 0.828 -6.533 -0.412 0.01 0.01 -0.01
C -0.268 -6.589 0.445 -0.02 0.01 0.01
C -1.112 -5.511 0.581 0.01 -0.01 0.00
C -2.051 -5.448 1.768 0.01 -0.01 0.00
C -1.190 -5.239 3.026 -0.01 0.00 0.00
C -2.923 -6.696 1.920 0.00 0.00 0.00
C -0.851 -4.351 -0.267 -0.01 0.01 -0.01
N -1.696 -3.375 -0.514 0.01 -0.03 0.04
C -3.038 -3.529 -0.478 -0.01 0.01 -0.02
C -3.706 -4.751 -0.739 -0.01 0.01 0.00
C -5.078 -4.801 -0.761 0.01 -0.01 0.00
C -5.818 -3.640 -0.521 0.00 0.01 0.00
C -5.198 -2.415 -0.298 0.00 0.01 0.00
C -3.827 -2.365 -0.315 0.01 -0.03 0.00
F -3.201 -1.211 -0.108 0.00 0.01 0.00
H 1.425 -0.968 -1.510 -0.05 0.03 0.00
H 1.383 -1.858 0.009 -0.02 -0.03 0.01
H -0.132 -1.310 -0.734 -0.03 -0.05 0.00
H 1.834 -3.209 -2.083 -0.01 -0.01 -0.01
H -1.043 -2.529 -2.808 0.00 0.00 0.00
H -0.039 -3.725 -3.643 0.00 0.00 0.00
H 0.423 -2.026 -3.657 0.00 0.00 0.00
H 2.078 -5.350 -1.692 0.00 0.00 0.00
H 1.463 -7.405 -0.508 0.00 0.00 0.00
H -0.419 -7.473 1.048 0.00 0.00 0.00
H -2.701 -4.581 1.673 0.00 0.00 0.00
H -0.549 -6.102 3.210 0.00 0.00 0.00
H -1.840 -5.111 3.891 0.00 0.00 0.00
H -0.559 -4.353 2.941 0.00 0.00 0.00
H -2.323 -7.584 2.120 0.00 0.00 0.00
H -3.528 -6.887 1.034 0.00 0.00 0.00
H -3.595 -6.565 2.767 0.00 0.00 0.00
H -3.115 -5.618 -1.004 0.00 0.00 0.00
H -5.586 -5.726 -0.992 0.00 0.00 0.00
H -6.898 -3.685 -0.538 0.00 0.00 0.00
H -5.767 -1.512 -0.126 0.00 0.00 0.00
C 6.303 4.212 1.364 0.00 0.00 0.00
O 5.898 4.505 -0.020 0.00 0.00 0.00
C 4.677 4.338 -0.364 0.02 0.02 0.03
O 3.769 3.923 0.406 -0.04 0.00 0.04
N 4.413 4.645 -1.648 0.01 0.00 -0.03
N 3.117 4.425 -2.139 -0.02 0.02 0.00
H 7.361 4.438 1.384 0.00 0.00 0.00
H 6.118 3.162 1.570 0.00 0.00 0.00
H 5.748 4.857 2.038 0.00 0.00 0.00
H 5.156 4.931 -2.272 0.00 0.00 0.00
H 3.140 3.710 -2.867 0.00 0.00 0.00
H 2.766 5.288 -2.555 -0.01 0.00 0.00
N 1.635 5.996 0.032 0.03 0.03 -0.07
C 1.239 7.056 0.283 -0.07 -0.03 0.04
C 0.760 8.345 0.580 0.03 0.01 0.01
C -0.125 8.967 -0.316 0.00 0.00 0.00
C -0.592 10.228 -0.013 0.00 0.00 0.00
C -0.185 10.856 1.162 0.00 0.00 0.00
C 0.692 10.234 2.047 0.00 0.00 0.00
C 1.174 8.973 1.765 0.00 0.00 0.00
H -0.435 8.466 -1.223 0.00 0.00 0.00
H -1.274 10.727 -0.686 0.00 0.00 0.00
H -0.557 11.845 1.392 0.00 0.00 0.00
H 0.995 10.736 2.954 0.00 0.00 0.00
H 1.855 8.475 2.443 0.00 0.00 0.00
```
Positions in Å, forces in eV/Å.

Output
LUMO (spin up / spin down): -8.948 / -8.948 eV
multiplicity: 1
charge: +3
Kohn-Sham gap (spin up / spin down): 6.1426 / 6.1443 eV
HOMO energy (spin up / spin down): -15.1 / -15.1 eV

(3)
The following is a quantum chemistry calculation of C38H62MnN11O2SSi as an isolated structure, from the Open Molecules 2025 dataset.

Geometry as XYZ:
```
116
Properties=species:S:1:pos:R:3:forces:R:3
Mn 0.527 0.120 -0.477 -0.46 0.61 0.52
C 5.236 3.583 2.935 0.08 0.02 -0.05
Si 3.503 3.076 3.411 0.01 -0.01 0.02
C 3.404 2.826 5.261 0.00 -0.02 0.07
C 2.308 4.418 2.939 -0.05 0.06 -0.03
C 3.194 1.367 2.640 -0.05 -0.02 -0.06
C 3.926 0.320 3.181 0.03 -0.10 0.00
C 3.756 -0.997 2.752 0.01 0.12 0.00
C 2.835 -1.217 1.754 -0.14 -0.07 0.13
N 2.137 -0.237 1.171 -0.22 -0.15 -0.02
C 2.296 1.036 1.596 0.09 -0.06 0.15
S 1.288 2.158 0.740 0.28 -0.16 -0.18
H 5.524 4.495 3.461 0.01 -0.01 -0.01
H 5.302 3.782 1.863 0.02 -0.02 0.00
H 5.969 2.811 3.179 0.00 0.01 0.00
H 3.625 3.764 5.777 -0.01 -0.01 0.00
H 4.110 2.078 5.627 -0.01 0.01 0.01
H 2.400 2.513 5.558 0.01 0.00 0.00
H 2.554 5.302 3.537 -0.02 0.01 -0.01
H 1.273 4.143 3.143 0.01 0.01 0.00
H 2.379 4.680 1.884 -0.01 0.02 0.01
H 4.642 0.518 3.972 -0.02 0.00 0.00
H 4.306 -1.817 3.190 -0.01 0.00 0.00
H 2.630 -2.230 1.420 -0.01 0.00 -0.01
C -5.903 -2.474 -2.120 -0.01 0.02 -0.02
C -4.684 -3.271 -2.602 0.03 0.01 -0.01
C -4.741 -4.692 -2.021 -0.02 -0.01 0.00
C -4.725 -3.351 -4.130 -0.01 -0.01 -0.01
C -3.396 -2.621 -2.113 -0.04 -0.04 0.04
C -2.259 -2.507 -2.908 0.02 0.02 0.01
C -1.131 -1.890 -2.399 0.04 -0.14 0.05
N -1.050 -1.402 -1.163 0.24 0.04 -0.25
C -2.103 -1.581 -0.365 0.03 0.10 0.11
C -3.286 -2.152 -0.806 0.01 -0.06 -0.02
C -1.902 -1.113 1.027 -0.05 -0.06 -0.10
C -2.692 -1.594 2.062 -0.03 0.08 0.03
C -2.476 -1.170 3.365 -0.05 -0.07 0.01
C -1.445 -0.253 3.541 0.05 0.05 0.00
C -0.696 0.172 2.463 -0.13 0.04 -0.04
N -0.894 -0.252 1.208 0.18 -0.08 -0.11
C -3.285 -1.679 4.550 0.03 0.01 -0.02
C -3.830 -0.484 5.345 -0.02 0.02 0.00
C -4.460 -2.551 4.109 -0.02 -0.02 0.00
C -2.356 -2.510 5.447 0.00 0.00 0.03
H -6.811 -2.915 -2.532 0.00 0.00 0.00
H -5.854 -1.434 -2.447 0.00 -0.01 -0.01
H -6.005 -2.487 -1.034 0.01 0.00 0.00
H -5.641 -5.201 -2.371 0.00 0.00 0.00
H -4.765 -4.673 -0.930 0.00 0.00 0.00
H -3.875 -5.279 -2.333 0.00 0.00 0.00
H -5.704 -3.710 -4.447 0.01 -0.02 0.00
H -3.982 -4.047 -4.522 0.01 0.01 0.01
H -4.561 -2.375 -4.591 -0.02 0.01 0.01
H -2.247 -2.859 -3.930 0.01 0.00 0.01
H -0.251 -1.761 -3.018 -0.03 0.04 -0.02
H -4.125 -2.219 -0.129 0.00 -0.01 -0.02
H -3.465 -2.314 1.841 0.01 0.01 0.01
H -1.208 0.141 4.520 0.00 0.00 -0.01
H 0.075 0.913 2.595 0.09 0.00 0.01
H -4.435 0.168 4.713 -0.01 -0.01 0.00
H -3.031 0.114 5.783 0.00 0.00 -0.01
H -4.457 -0.843 6.162 0.01 0.00 0.00
H -5.137 -2.011 3.444 0.00 0.01 0.01
H -5.033 -2.855 4.986 0.00 0.00 0.00
H -4.129 -3.461 3.606 0.01 0.01 0.00
H -1.492 -1.929 5.773 -0.01 0.00 0.01
H -1.991 -3.394 4.922 0.00 0.01 -0.01
H -2.896 -2.839 6.336 0.00 -0.01 -0.01
N 1.756 -1.937 -1.260 0.15 -0.10 -0.07
C 2.492 -1.624 -2.487 -0.09 0.05 0.08
C 3.904 -2.202 -2.590 0.08 -0.02 0.07
C 4.787 -2.011 -1.349 0.03 -0.06 0.05
C 4.904 -0.616 -0.736 0.08 0.05 0.03
N 5.512 0.347 -1.651 -0.08 -0.15 -0.12
C 5.087 1.583 -1.869 -0.01 0.18 -0.04
N 5.618 2.278 -2.892 0.04 0.00 0.05
N 4.252 2.201 -1.032 -0.06 -0.17 -0.19
C 2.520 -0.102 -2.711 -0.10 0.16 -0.17
O 3.207 0.335 -3.638 0.08 0.03 0.14
O 1.815 0.618 -1.933 0.17 -0.15 -0.02
H 2.378 -1.955 -0.465 0.03 -0.02 -0.02
H 1.305 -2.844 -1.302 0.03 -0.01 -0.07
H 1.903 -2.012 -3.323 0.12 -0.02 -0.04
H 4.368 -1.747 -3.465 -0.01 0.00 0.00
H 3.845 -3.276 -2.779 0.02 0.00 0.00
H 5.793 -2.375 -1.579 -0.01 -0.01 -0.01
H 4.438 -2.658 -0.539 0.00 -0.02 0.00
H 5.513 -0.683 0.167 -0.02 0.02 0.03
H 3.928 -0.245 -0.429 -0.03 0.00 -0.11
H 6.163 -0.025 -2.324 -0.03 -0.01 -0.02
H 6.033 1.759 -3.647 -0.05 -0.01 -0.01
H 5.145 3.119 -3.180 0.01 -0.01 0.02
H 3.619 1.652 -0.459 0.01 0.12 0.01
H 3.810 3.041 -1.370 -0.05 -0.01 0.04
C -1.114 1.117 -3.151 -0.05 -0.05 -0.02
N -0.732 1.614 -1.805 -0.19 -0.06 0.14
C -1.987 1.929 -1.079 0.00 0.02 -0.02
N -2.824 2.883 -1.794 0.05 -0.01 0.00
C -3.142 2.328 -3.112 0.00 0.00 -0.02
N -1.938 2.054 -3.902 0.02 0.01 0.08
C -1.196 3.306 -4.060 0.00 0.00 -0.02
N -0.830 3.872 -2.765 -0.01 -0.02 0.07
C -0.018 2.908 -2.035 -0.03 -0.01 -0.04
C -2.054 4.114 -1.997 -0.01 0.01 -0.02
H -1.695 0.208 -3.029 0.01 0.02 -0.01
H -0.197 0.901 -3.703 0.00 0.00 0.00
H -1.720 2.331 -0.099 0.00 0.02 0.01
H -2.544 0.999 -0.938 -0.02 0.03 -0.01
H -3.769 3.038 -3.654 0.00 0.00 0.00
H -3.700 1.397 -2.982 0.00 -0.01 0.00
H -1.813 4.021 -4.606 0.00 0.00 0.00
H -0.288 3.111 -4.635 0.00 0.00 0.00
H 0.240 3.346 -1.078 -0.01 0.01 0.07
H 0.896 2.685 -2.581 0.01 -0.01 -0.03
H -2.675 4.835 -2.532 0.00 0.01 0.00
H -1.788 4.533 -1.025 0.00 0.00 0.01
```
Positions in Å, forces in eV/Å.

Output
LUMO (spin up / spin down): -2.259 / -2.259 eV
multiplicity: 2
charge: +1
Kohn-Sham gap (spin up / spin down): 7.5497 / 7.4463 eV
HOMO energy (spin up / spin down): -9.8 / -9.7 eV

> What is the formula in the third record?

C38H62MnN11O2SSi